No. 1
The following is a quantum chemistry calculation of an isolated molecule of C4H5NO, from the Open Molecules 2025 dataset.

```
11
Properties=species:S:1:pos:R:3
C 0.41 0.76 1.05
C 0.03 0.22 -0.31
C -1.12 -0.67 -0.41
O -0.97 0.93 -0.92
C 1.11 -0.41 -1.07
N 1.82 -1.14 -1.60
H 1.18 1.52 0.91
H -0.45 1.22 1.56
H 0.80 -0.07 1.65
H -1.37 -1.13 -1.35
H -1.44 -1.23 0.50
```

Output
E_LUMO = 0.43 eV
Highest occupied orbital energy = -10.83 eV

No. 2
The following is a quantum chemistry calculation of an isolated molecule of C4H5NO, from the Open Molecules 2025 dataset.

```
11
Properties=species:S:1:pos:R:3
C -1.56 0.24 -0.05
C -0.34 -0.36 0.07
C 2.13 -0.55 0.02
C 0.93 0.33 0.01
N 1.07 1.60 0.04
O 3.26 -0.17 -0.03
H -2.56 -0.21 -0.13
H -1.74 1.24 -0.10
H -0.16 -1.35 -0.03
H 2.09 -1.72 0.05
H 2.04 1.82 -0.11
```

Output
E_LUMO = -0.87 eV
Highest occupied orbital energy = -10.04 eV

No. 3
The following is a quantum chemistry calculation of an isolated molecule of C4H5NO, from the Open Molecules 2025 dataset.

```
11
Properties=species:S:1:pos:R:3
C 0.45 1.04 -1.19
C 0.04 0.10 -0.11
C 0.83 -0.47 0.91
O 0.28 -1.27 1.72
C -1.56 -1.27 0.75
N -1.20 -0.40 -0.03
H 0.34 2.09 -0.89
H -0.17 0.87 -2.08
H 1.50 0.87 -1.46
H 1.91 -0.26 0.96
H -2.41 -1.31 1.42
```

Output
E_LUMO (spin up / spin down) = 0.41 / 0.41 eV
Highest occupied orbital energy (spin up / spin down) = -8.33 / -8.33 eV

No. 4
The following is a quantum chemistry calculation of an isolated molecule of C4H5NO, from the Open Molecules 2025 dataset.

```
11
Properties=species:S:1:pos:R:3
O -1.88 1.10 1.21
C -0.90 0.52 0.72
C -0.83 -0.45 -0.42
N 0.48 -1.07 -0.35
C 1.42 -0.45 -0.92
C 0.18 1.13 1.38
H -1.62 -1.19 -0.31
H -1.00 0.11 -1.35
H 1.27 0.46 -1.51
H 2.44 -0.82 -0.83
H 0.40 0.72 2.38
```

Output
E_LUMO = -0.59 eV
Highest occupied orbital energy = -9.54 eV

No. 5
The following is a quantum chemistry calculation of a cluster of 3 separate species, C4H5NO in total, from the Open Molecules 2025 dataset.

```
11
Properties=species:S:1:pos:R:3
C 2.37 -0.50 0.47
C 1.05 -0.52 0.29
C -2.75 -1.00 -0.15
O -2.12 -1.08 0.79
C 0.42 0.20 -0.79
N -0.09 0.79 -1.65
H 3.04 0.03 -0.20
H -2.66 2.39 -0.30
H 2.81 -1.04 1.30
H 0.40 -1.07 0.95
H -2.47 1.81 -0.73
```

Output
E_LUMO = 0.35 eV
Highest occupied orbital energy = -10.68 eV

No. 6
The following is a quantum chemistry calculation of an isolated molecule of C4H5NO, from the Open Molecules 2025 dataset.

```
11
Properties=species:S:1:pos:R:3
C -1.66 -0.33 -0.07
C -0.19 -0.06 -0.03
C 0.47 1.08 0.28
O 1.81 0.84 0.19
C 1.88 -0.46 -0.17
N 0.75 -1.04 -0.32
H -1.85 -1.37 0.23
H -2.07 -0.20 -1.07
H -2.20 0.33 0.61
H 0.18 2.08 0.58
H 2.87 -0.88 -0.27
```

Output
E_LUMO = 1.06 eV
Highest occupied orbital energy = -9.23 eV

No. 7
The following is a quantum chemistry calculation of an isolated molecule of C4H5NO, from the Open Molecules 2025 dataset.

```
11
Properties=species:S:1:pos:R:3
O 1.73 0.24 1.59
C 0.15 -0.23 -0.13
C -0.83 0.62 -0.82
C -1.26 -0.61 -0.02
C 1.43 -0.34 0.40
N 1.96 -1.05 -0.48
H 2.05 1.13 1.38
H -1.09 1.60 -0.40
H -0.81 0.59 -1.90
H -1.79 -0.43 0.92
H -1.55 -1.52 -0.53
```

Output
E_LUMO (spin up / spin down) = 0.02 / 0.02 eV
Highest occupied orbital energy (spin up / spin down) = -9.12 / -9.12 eV

No. 8
The following is a quantum chemistry calculation of an isolated molecule of C4H5NO, from the Open Molecules 2025 dataset.

```
11
Properties=species:S:1:pos:R:3
C 0.73 1.37 -0.10
C 0.64 -0.12 -0.12
C -1.03 -0.90 1.40
O -1.49 -1.30 0.28
C -0.42 -0.83 -0.72
N -0.16 -0.91 -1.89
H 1.46 1.71 -0.84
H -0.23 1.84 -0.30
H 1.08 1.68 0.89
H 1.54 -0.69 0.11
H -1.76 -1.22 2.17
```

Output
E_LUMO (spin up / spin down) = 0.09 / 0.09 eV
Highest occupied orbital energy (spin up / spin down) = -9.19 / -9.19 eV

No. 9
The following is a quantum chemistry calculation of an isolated molecule of C4H5NO, from the Open Molecules 2025 dataset.

```
11
Properties=species:S:1:pos:R:3
N -1.84 0.67 -0.05
C -0.95 -0.19 0.50
O -0.98 -0.64 1.62
C 0.12 -0.57 -0.52
C 1.46 -0.18 -0.10
C 2.58 0.20 0.15
H -2.62 1.00 0.49
H -1.65 0.92 -1.02
H 0.06 -1.65 -0.66
H -0.10 -0.09 -1.50
H 3.56 0.55 0.38
```

Output
E_LUMO = 0.74 eV
Highest occupied orbital energy = -9.78 eV

No. 10
The following is a quantum chemistry calculation of a cluster of 2 separate species, C4H5NO in total, from the Open Molecules 2025 dataset.

```
11
Properties=species:S:1:pos:R:3
C -1.31 0.40 -0.34
C 0.13 -0.26 -0.70
C 0.49 -0.24 2.03
O 1.21 -0.04 2.88
C 1.63 -0.09 -0.32
N 2.80 -0.09 -0.32
H -1.74 0.08 0.60
H -2.03 0.07 -1.12
H -1.36 1.49 -0.41
H 0.24 0.01 -1.74
H -0.05 -1.33 -0.57
```

Output
E_LUMO = 0.84 eV
Highest occupied orbital energy = -11.48 eV

Which energy relative to the best compared isomer or geometry (same formula, charge and spin) belongs to each record? In order, 3.049, 2.258, 2.628, 4.858, 2.246, 0.344, 4.587, 6.059, 1.438, 1.704 eV.